1.
A molecular structure, C29H48BiNP3SSe at a distorted geometry. Source: the Open Molecules 2025 dataset; level of theory: ωB97M-V with the def2-TZVPD basis set.

CARTESIAN COORDINATES (ANGSTROEM)
Bi -0.281 -1.626 -0.365
P 0.188 2.058 0.850
P -2.509 0.676 -0.670
P 2.523 0.122 -0.972
H -1.386 -2.824 -5.505
C -0.637 -3.397 -4.941
C -0.391 -3.225 -3.644
H -0.963 -2.443 -3.124
C 0.370 3.714 0.053
C -1.073 2.542 2.116
C 1.640 2.170 1.978
C -3.592 0.058 -2.017
C -3.677 0.412 0.740
C -2.877 2.467 -1.014
C 3.269 -0.685 -2.451
C 3.891 -0.283 0.216
C 3.180 1.805 -1.442
H -0.188 -4.197 -5.530
H 0.338 -3.800 -3.073
H 0.537 4.488 0.816
H -0.523 3.960 -0.531
H 1.213 3.700 -0.649
H -0.760 3.458 2.628
H -1.171 1.751 2.860
H -2.054 2.696 1.668
H 1.675 3.165 2.445
H 2.569 1.989 1.427
H 1.542 1.411 2.763
H -4.528 0.626 -2.063
H -3.828 -0.996 -1.857
H -3.079 0.163 -2.977
H -4.611 0.977 0.591
H -3.193 0.725 1.676
H -3.891 -0.666 0.794
H -3.963 2.597 -1.172
H -2.350 2.783 -1.938
H -2.555 3.135 -0.202
H 4.285 -0.293 -2.576
H 2.678 -0.467 -3.350
H 3.309 -1.763 -2.280
H 4.837 -0.030 -0.270
H 3.836 -1.358 0.415
H 3.773 0.300 1.139
H 4.198 1.666 -1.835
H 3.240 2.493 -0.594
H 2.566 2.282 -2.224
C 0.012 1.338 -4.965
C -0.530 0.113 -5.404
C -0.151 -0.308 -6.687
C 0.762 0.456 -7.454
C 1.299 1.630 -6.925
C 0.981 2.046 -5.654
Se -0.158 2.250 -3.212
H 0.592 0.954 -2.972
H -1.253 -0.482 -4.792
H -0.588 -1.231 -7.103
H 1.014 0.086 -8.465
H 1.962 2.259 -7.507
H 1.433 2.913 -5.160
N 0.330 -1.222 1.757
S -0.849 -1.849 2.815
C 0.074 -3.104 3.650
C -0.610 -4.322 3.808
C -0.003 -5.352 4.514
C 1.302 -5.164 5.002
C 1.992 -3.954 4.810
C 1.378 -2.917 4.103
C -1.137 -0.545 3.985
C -0.087 0.117 4.627
C -0.405 1.182 5.488
C -1.742 1.527 5.727
C -2.778 0.826 5.098
C -2.494 -0.227 4.228
H 1.307 -0.997 2.042
H -1.612 -4.409 3.401
H -0.559 -6.281 4.681
H 1.773 -5.969 5.568
H 3.003 -3.803 5.217
H 1.899 -1.974 3.944
H 0.942 -0.216 4.459
H 0.405 1.692 6.005
H -1.974 2.361 6.405
H -3.827 1.068 5.316
H -3.279 -0.829 3.741

Summary:
Gap between HOMO and LUMO (spin up / spin down): 3.9 / 3.9 eV
Lowest unoccupied orbital energy (spin up / spin down): -11.59 / -11.59 eV
HOMO (spin up / spin down): -15.50 / -15.50 eV
E_tot: -142199.0237 eV
ΔE to the lowest compared entry with this formula, charge and spin: 2.2325 eV
M: 823.64 g/mol
Charge: +3



2.
A molecular structure, C38H35AlN2O3P2S2 at a distorted geometry. Source: the Open Molecules 2025 dataset; level of theory: ωB97M-V with the def2-TZVPD basis set.

CARTESIAN COORDINATES (ANGSTROEM)
Al -1.624 0.456 -0.891
S -0.862 -0.642 2.503
P 0.431 0.491 1.509
C 0.209 0.723 -0.176
P 0.946 -0.166 -1.403
S -0.557 -0.577 -2.769
C 1.885 -1.669 -0.970
C 1.196 -2.794 -0.518
C 1.882 -3.921 -0.096
C 3.271 -3.934 -0.108
C 3.965 -2.813 -0.533
C 3.277 -1.684 -0.961
C 2.160 0.806 -2.362
C 2.455 2.096 -1.951
C 3.327 2.888 -2.693
C 3.902 2.388 -3.849
C 3.605 1.094 -4.270
C 2.737 0.309 -3.533
C 2.161 0.008 1.837
C 2.485 -1.182 2.473
C 3.817 -1.517 2.688
C 4.828 -0.661 2.274
C 4.509 0.533 1.638
C 3.181 0.863 1.419
C 0.382 2.173 2.242
C 0.477 2.328 3.625
C 0.430 3.589 4.195
C 0.273 4.713 3.389
C 0.164 4.566 2.016
C 0.221 3.298 1.443
H 0.117 -2.767 -0.477
H 1.337 -4.785 0.265
H 3.809 -4.811 0.227
H 5.047 -2.808 -0.524
H 3.831 -0.810 -1.278
H 1.985 2.473 -1.051
H 3.551 3.896 -2.367
H 4.580 3.003 -4.427
H 4.048 0.705 -5.178
H 2.494 -0.694 -3.868
H 1.683 -1.834 2.800
H 4.065 -2.447 3.183
H 5.865 -0.922 2.448
H 5.294 1.206 1.317
H 2.929 1.795 0.925
H 0.575 1.449 4.251
H 0.505 3.700 5.269
H 0.231 5.699 3.835
H 0.031 5.437 1.386
H 0.120 3.162 0.372
C -5.655 1.157 0.160
C -4.254 1.507 -0.241
O -3.455 0.541 -0.357
C -3.869 2.860 -0.474
C -4.698 3.941 -0.090
C -4.315 5.232 -0.309
C -3.081 5.478 -0.951
C -2.267 4.460 -1.360
C -2.630 3.110 -1.127
O -1.852 2.164 -1.531
H -5.766 0.077 0.163
H -6.373 1.610 -0.523
H -5.862 1.536 1.163
H -5.640 3.736 0.402
H -4.942 6.054 0.004
H -2.771 6.502 -1.121
H -1.322 4.647 -1.854
N -1.988 -1.492 -0.363
C -2.349 -2.585 -0.371
N -2.704 -3.840 -0.465
C -2.349 -4.624 -1.656
C -1.560 -5.836 -1.207
O -2.284 -6.571 -0.233
C -2.511 -5.802 0.936
C -3.347 -4.574 0.626
H -1.774 -3.995 -2.335
H -3.272 -4.940 -2.147
H -0.595 -5.517 -0.794
H -1.379 -6.508 -2.044
H -1.554 -5.495 1.376
H -3.034 -6.446 1.640
H -3.424 -3.925 1.497
H -4.349 -4.872 0.307

Summary:
Gap between HOMO and LUMO: 6.7 eV
Lowest unoccupied orbital energy: -0.29 eV
HOMO: -7.03 eV
E_tot: -95946.5646 eV
ΔE to the lowest compared entry with this formula, charge and spin: 0.4783 eV
M: 720.77 g/mol



3.
A gas-phase ion, C8H8N2O (charge +2) at a distorted geometry. Source: the Open Molecules 2025 dataset; level of theory: ωB97M-V with the def2-TZVPD basis set.

CARTESIAN COORDINATES (ANGSTROEM)
O -0.854 -1.984 2.132
N -0.825 -1.191 1.277
C -2.454 -0.876 0.643
N -2.418 -0.093 -0.347
C -1.424 0.809 -0.707
C 0.029 0.459 -0.363
C 1.031 1.051 -1.089
C 2.419 0.781 -0.708
C 2.620 -0.172 0.292
C 1.640 -0.851 0.897
C 0.272 -0.585 0.653
H -3.122 -1.711 0.938
H -3.289 0.200 -0.968
H -1.931 1.731 -0.349
H -1.403 1.079 -1.783
H 0.803 1.909 -1.845
H 3.244 1.232 -1.196
H 3.663 -0.336 0.773
H 1.999 -1.451 1.749

Summary:
Gap between HOMO and LUMO (spin up / spin down): 7.5 / 7.5 eV
Lowest unoccupied orbital energy (spin up / spin down): -11.02 / -11.02 eV
HOMO (spin up / spin down): -18.50 / -18.50 eV
E_tot: -13429.6095 eV
ΔE to the lowest compared entry with this formula, charge and spin: 0.0000 eV
SMILES: O=[N+]1C=[NH+]Cc2ccccc21
M: 148.17 g/mol
Charge: +2



4.
A molecular structure, C3H8OS at a distorted geometry. Source: the Open Molecules 2025 dataset; level of theory: ωB97M-V with the def2-TZVPD basis set.

CARTESIAN COORDINATES (ANGSTROEM)
C 0.877 1.551 1.759
C -0.499 0.350 0.444
C 0.210 -1.970 -0.621
H -1.124 1.590 2.232
H 2.070 0.311 2.994
H 1.603 3.050 1.190
H -1.290 1.146 0.608
H -0.557 -0.792 1.148
H -0.021 -2.058 0.538
H -0.181 -2.541 -1.519
H 1.309 -1.448 -0.621
O 0.807 0.954 0.521
S -0.737 -0.405 -1.264

Summary:
Gap between HOMO and LUMO: 7.0 eV
Lowest unoccupied orbital energy: -2.15 eV
HOMO: -9.12 eV
E_tot: -16109.6754 eV
ΔE to the lowest compared entry with this formula, charge and spin: 13.5620 eV
M: 92.16 g/mol



5.
A molecular structure, B4CuF8H8 at a distorted geometry. Source: the Open Molecules 2025 dataset; level of theory: ωB97M-V with the def2-TZVPD basis set.

CARTESIAN COORDINATES (ANGSTROEM)
Cu -0.029 -0.167 0.030
B -2.190 -0.875 -0.142
H -2.143 -0.430 -1.262
H -1.316 -1.721 0.008
H -1.964 0.034 0.643
H -3.238 -1.419 0.089
B 1.410 -1.541 -1.058
H 2.104 -2.485 -1.319
H 1.128 -1.599 0.122
H 1.901 -0.472 -1.282
H 0.366 -1.641 -1.660
B 0.290 2.101 -1.453
F -0.481 2.078 -0.260
F 0.138 3.319 -2.127
F 1.625 1.923 -1.047
F -0.109 1.043 -2.278
B 0.491 0.365 2.646
F 1.077 0.273 3.901
F -0.466 1.379 2.598
F 1.460 0.698 1.626
F -0.055 -0.863 2.226

Summary:
Gap between HOMO and LUMO (spin up / spin down): 9.0 / 7.5 eV
Lowest unoccupied orbital energy (spin up / spin down): 5.66 / 4.18 eV
HOMO (spin up / spin down): -3.34 / -3.34 eV
E_tot: -69226.0427 eV
2S+1: 2
ΔE to the lowest compared entry with this formula, charge and spin: 0.0000 eV
Expectation value of S²: 0.75
M: 266.84 g/mol
Charge: -2



Among the records above, which one has the highest ΔE to the lowest compared entry with this formula, charge and spin?
C3H8OS



What is the formula in the second record?
C38H35AlN2O3P2S2



Which formula does entry 1 have?
C29H48BiNP3SSe



Among the records above, which one has the highest E_tot?
C8H8N2O